1.
Computed, not measured: an isolated ion of composition C9H18NO3Si and charge +1, with ωB97M-V with the def2-TZVPD basis set.

Results
E: -25128.413 eV
charge: +1
energy relative to the best compared isomer or geometry (same formula, charge and spin): 27.0 kcal per mole
SMILES: CO[Si](C[N+]1(C)C=CC=C1)(OC)OC

Geometry (Å):
C1 3.23868 -1.45589 0.38906
C2 3.88406 -0.14083 0.91626
C3 2.07104 -1.07665 -0.21622
C4 3.07210 0.81887 0.53923
C5 1.59661 0.99822 -1.43499
C6 -2.01597 -2.28796 1.59556
C7 -2.89323 2.14382 -0.17645
C8 -1.45291 -1.17676 -2.35319
C9 0.69310 0.57912 0.82260
N1 1.86950 0.31506 -0.08685
O1 -1.53274 -0.98637 1.25140
O2 -1.74885 1.50215 0.29333
O3 -0.89202 -0.26716 -1.42042
Si1 -0.99251 0.07713 0.12897
H1 3.63324 -2.44086 0.49103
H2 4.85451 -0.00880 1.19372
H3 1.22585 -1.72068 -0.74423
H4 3.12528 1.96584 0.66846
H5 2.52511 1.36399 -1.83878
H6 1.17920 0.29855 -2.18233
H7 0.95030 1.95120 -1.31640
H8 -2.21864 -3.02186 0.73315
H9 -2.82992 -2.06396 2.25982
H10 -1.20788 -2.53404 2.24880
H11 -3.23566 1.65522 -1.11864
H12 -2.78434 3.22866 -0.29055
H13 -3.73276 1.90374 0.55104
H14 -2.49105 -0.81306 -2.41960
H15 -1.39587 -2.15802 -1.92272
H16 -0.79197 -0.99648 -3.32990
H17 0.81893 1.70635 1.01984
H18 0.88859 -0.01552 1.67898

Charges per atom according to Mulliken partitioning, unit e: -0.550 -0.701 -0.218 -0.243 -0.692 -0.666 -0.602 -0.674 -0.748 0.690 -0.280 -0.349 0.045 0.191 0.509 0.533 0.195 0.383 0.382 0.259 0.276 0.254 0.299 0.329 0.236 0.254 0.249 0.245 0.319 0.229 0.395 0.449

=====

2.
Computed, not measured: a single C9H18NO4P molecule, with ωB97M-V with the def2-TZVPD basis set.

Results
E: -28590.989 eV
energy relative to the best compared isomer or geometry (same formula, charge and spin): 81.7 kcal per mole

Geometry (Å):
C1 -0.50939 0.72749 -2.63004
C2 -1.01594 0.73016 0.05468
C3 -0.35478 1.86527 -0.59762
C4 -1.26559 3.05802 -0.76717
C5 0.85213 2.31532 0.40401
C6 2.76040 0.04646 2.35869
C7 -1.22264 -3.51753 -1.24399
C8 1.82826 -1.13639 2.06067
C9 -1.81008 -2.43358 -0.35517
N1 -1.35317 -0.13308 -2.36361
O1 1.01375 -0.96301 -0.69251
O2 0.17527 1.59985 -1.86929
O3 0.53148 -0.56407 1.85471
O4 -1.02921 -1.96641 0.72409
P1 -0.00076 -0.73741 0.32831
H1 -0.22722 0.97151 -3.63230
H2 -1.99621 0.66535 0.28205
H3 -2.07121 3.15751 -0.02828
H4 -1.83837 2.96546 -1.70758
H5 -0.68266 4.01763 -0.85557
H6 0.71148 2.07712 1.43902
H7 0.99019 3.45893 0.12920
H8 1.69250 1.62413 0.02929
H9 3.24209 0.66088 1.60855
H10 2.14051 0.68701 2.95830
H11 3.54957 -0.27247 3.08534
H12 -1.94267 -3.98322 -1.92746
H13 -0.33703 -3.05701 -1.67237
H14 -0.82684 -4.17795 -0.48501
H15 1.76202 -1.67733 2.94638
H16 2.05223 -1.63811 1.15132
H17 -2.64846 -2.79317 0.31780
H18 -2.16965 -1.57736 -0.90444

Charges per atom according to Mulliken partitioning, unit e: -0.125 -1.412 1.777 -1.568 -1.176 -1.141 -1.145 -0.224 -0.339 -0.371 -0.717 -0.347 -0.442 -0.478 1.176 0.503 0.781 0.309 0.403 0.319 0.272 0.337 0.243 0.279 0.289 0.371 0.362 0.258 0.328 0.336 0.344 0.333 0.464

=====

3.
Computed, not measured: C9H18NORb as an isolated structure, with ωB97M-V with the def2-TZVPD basis set.

Results
spin multiplicity: 2
<S²>: 0.750
E: -13815.317 eV
charge: -1
energy relative to the best compared isomer or geometry (same formula, charge and spin): 3.5 kcal per mole

Geometry (Å):
Rb1 24.23524 -5.04524 17.97922
C1 25.20634 -9.34397 20.99637
C2 25.53459 -8.02352 20.30855
C3 27.06659 -7.73610 20.39318
C4 27.90564 -8.59500 19.46893
C5 27.48066 -8.32845 18.03791
C6 25.95070 -8.44409 17.77453
N1 25.10647 -7.94328 18.85977
O1 23.61950 -7.92486 18.60505
C7 25.70114 -9.97659 17.50885
C8 25.73981 -7.60242 16.47300
C9 24.93853 -6.87753 21.10090
H1 25.78432 -10.15218 20.54825
H2 24.17284 -9.67760 20.90325
H3 25.31697 -9.40630 22.07895
H4 27.43444 -7.87812 21.40936
H5 27.28140 -6.72499 20.04734
H6 27.76747 -9.65258 19.69375
H7 28.97215 -8.51860 19.68064
H8 28.06392 -8.98231 17.38954
H9 27.75496 -7.30581 17.77894
H10 26.49295 -10.44713 16.92599
H11 24.75081 -9.99731 16.97543
H12 25.55289 -10.60711 18.38553
H13 24.71334 -7.59645 16.10635
H14 26.24277 -8.06026 15.62123
H15 26.08806 -6.57564 16.58502
H16 23.85145 -6.95721 21.09987
H17 25.10078 -5.89335 20.66140
H18 25.26343 -6.87031 22.14133

Charges per atom according to Mulliken partitioning, unit e: -0.149 -1.760 1.538 -1.039 -0.798 -1.174 1.494 0.654 -0.806 -1.611 -1.841 -1.837 0.274 0.353 0.426 0.465 0.222 0.330 0.392 0.406 0.311 0.342 0.398 0.269 0.286 0.384 0.421 0.359 0.295 0.392

=====

4.
Computed, not measured: C9H18O2SSi as an isolated structure, with ωB97M-V with the def2-TZVPD basis set.

Results
E: -32429.260 eV
energy relative to the best compared isomer or geometry (same formula, charge and spin): 64.3 kcal per mole

Geometry (Å):
C1 1.69339 2.11521 -0.05225
C2 1.56287 -2.28177 -0.90440
C3 1.19782 -2.33471 0.59652
C4 2.98596 -1.64049 -0.98023
C5 0.90657 -0.95429 1.11548
C6 2.79253 2.81655 -0.89071
C7 -4.58337 0.85756 0.81107
C8 -3.14739 0.29602 1.13930
C9 -2.40608 -0.22503 -0.05846
O1 0.95910 2.70167 0.71124
O2 2.81596 -0.26350 -1.04114
Si1 1.75721 0.24443 0.11169
S1 -1.62242 1.11955 -1.14536
H1 1.58272 -3.35821 -1.26429
H2 0.89918 -1.72055 -1.41080
H3 0.40876 -2.90854 0.85998
H4 2.15543 -2.87824 1.12305
H5 3.54336 -2.03660 -0.09790
H6 3.72268 -1.81036 -1.83444
H7 -1.59682 -0.83867 0.26663
H8 0.35256 -0.72728 1.94233
H9 2.60435 2.63807 -1.90411
H10 3.71849 2.50451 -0.62934
H11 2.65304 3.94285 -0.91213
H12 -4.59378 1.89772 0.57644
H13 -5.18301 0.82869 1.66211
H14 -5.11020 0.54253 -0.08406
H15 -2.43759 0.94038 1.71532
H16 -3.14294 -0.64949 1.65478
H17 -2.72331 -0.91019 -0.83903
H18 -1.76506 2.09217 -0.23730

Charges per atom according to Mulliken partitioning, unit e: 0.662 -0.813 -0.759 -0.236 -0.866 -1.270 -1.233 -0.603 -0.106 -0.493 -0.334 0.219 -0.243 0.305 0.460 0.454 0.243 0.251 0.285 -0.119 0.841 0.363 0.348 0.327 0.361 0.386 0.344 0.369 0.324 0.404 0.127

=====

5.
Computed, not measured: a 2-piece molecular cluster, C9H18Si overall, with ωB97M-V with the def2-TZVPD basis set.

Results
E: -17498.717 eV
energy relative to the best compared isomer or geometry (same formula, charge and spin): 69.0 kcal per mole
SMILES: C#C[Si@@H](CC)C(C)C.C=C

Geometry (Å):
C1 3.72275 -0.95303 -0.24289
C2 2.65826 -0.54553 0.08664
C3 -3.65296 1.88133 -1.07198
C4 1.55655 2.85850 0.10284
C5 -0.12968 -2.36285 1.69930
C6 0.16274 -2.27953 -0.79627
C7 -2.89595 0.80126 -1.32322
C8 0.61942 1.69651 0.07800
C9 -0.14258 -1.46221 0.44588
Si1 1.10897 0.02205 0.83810
H1 4.60191 -1.59376 -0.42950
H2 -3.67034 2.66717 -1.81437
H3 -4.28928 2.18390 -0.26754
H4 1.23194 0.53237 2.29179
H5 2.67749 2.61144 -0.14935
H6 1.20010 3.40542 -0.77913
H7 1.48822 3.44284 0.99493
H8 -0.25922 -1.75529 2.58134
H9 -0.82968 -3.26879 1.55278
H10 0.77793 -2.97877 1.96455
H11 1.02318 -2.82582 -0.52892
H12 0.17965 -1.80552 -1.73724
H13 -0.59218 -3.09593 -0.94267
H14 -2.31370 0.53697 -2.19382
H15 -2.87917 -0.01692 -0.55334
H16 0.18130 1.55661 -0.87459
H17 -0.34296 1.89938 0.67623
H18 -1.19272 -1.15180 0.39246

Charges per atom according to Mulliken partitioning, unit e: 0.704 -1.137 -0.554 -1.161 -1.575 -1.629 -0.366 -0.372 0.978 0.286 0.386 0.226 0.283 -0.190 0.244 0.340 0.301 0.413 0.358 0.337 0.411 0.380 0.398 0.312 0.104 0.377 0.240 -0.093

=====

6.
Computed, not measured: a single C9H19B molecule, with ωB97M-V with the def2-TZVPD basis set.

Results
E: -10315.330 eV
energy relative to the best compared isomer or geometry (same formula, charge and spin): 0.0 kcal per mole
SMILES: CB(C)C(=C(C)C)C(C)C

Geometry (Å):
B1 0.46392 0.68014 -1.37353
C1 0.18092 -0.10449 0.02500
C2 0.84091 -1.16523 0.46553
C3 1.03809 2.13114 -1.20908
C4 0.05573 0.15387 -2.81715
C5 0.54779 -1.93914 1.78645
C6 2.18899 -1.35296 -0.20936
C7 -2.51254 -0.37105 0.36566
C8 -1.13098 0.96225 2.04017
C9 -1.22678 0.56160 0.59393
H1 1.85004 2.56870 -1.78055
H2 1.20943 2.32916 -0.10802
H3 0.19407 2.79586 -1.70708
H4 -0.74970 -0.65802 -2.78550
H5 1.01754 -0.35099 -3.28768
H6 -0.35008 0.88822 -3.48015
H7 0.06513 -2.93563 1.45362
H8 1.61393 -2.15923 2.13844
H9 -0.04570 -1.30903 2.43270
H10 2.42818 -2.34746 -0.36199
H11 2.77570 -0.88410 0.59327
H12 2.32485 -0.66511 -1.01214
H13 -2.32119 -1.31120 0.75911
H14 -2.58429 -0.52386 -0.75954
H15 -3.31312 0.19156 0.88282
H16 -1.84081 1.75344 2.31959
H17 -0.03546 1.32565 2.25587
H18 -1.23758 0.24446 2.83660
H19 -1.44696 1.49145 -0.05696

Charges per atom according to Mulliken partitioning, unit e: 0.083 -0.422 1.146 -0.880 -0.943 -0.969 -1.685 -1.254 -1.645 0.674 0.414 0.195 0.226 0.264 0.231 0.370 0.231 0.382 0.152 0.375 0.417 0.377 0.276 0.257 0.437 0.411 0.308 0.383 0.190

=====

Which value of energy relative to the best compared isomer or geometry (same formula, charge and spin) does entry 4 give? 64.3 kcal per mole

=====

Number 4 is which compound? C9H18O2SSi

=====

Copy entry 5 word for word.
Computed, not measured: a 2-piece molecular cluster, C9H18Si overall, with ωB97M-V with the def2-TZVPD basis set.

Results
E: -17498.717 eV
energy relative to the best compared isomer or geometry (same formula, charge and spin): 69.0 kcal per mole
SMILES: C#C[Si@@H](CC)C(C)C.C=C

Geometry (Å):
C1 3.72275 -0.95303 -0.24289
C2 2.65826 -0.54553 0.08664
C3 -3.65296 1.88133 -1.07198
C4 1.55655 2.85850 0.10284
C5 -0.12968 -2.36285 1.69930
C6 0.16274 -2.27953 -0.79627
C7 -2.89595 0.80126 -1.32322
C8 0.61942 1.69651 0.07800
C9 -0.14258 -1.46221 0.44588
Si1 1.10897 0.02205 0.83810
H1 4.60191 -1.59376 -0.42950
H2 -3.67034 2.66717 -1.81437
H3 -4.28928 2.18390 -0.26754
H4 1.23194 0.53237 2.29179
H5 2.67749 2.61144 -0.14935
H6 1.20010 3.40542 -0.77913
H7 1.48822 3.44284 0.99493
H8 -0.25922 -1.75529 2.58134
H9 -0.82968 -3.26879 1.55278
H10 0.77793 -2.97877 1.96455
H11 1.02318 -2.82582 -0.52892
H12 0.17965 -1.80552 -1.73724
H13 -0.59218 -3.09593 -0.94267
H14 -2.31370 0.53697 -2.19382
H15 -2.87917 -0.01692 -0.55334
H16 0.18130 1.55661 -0.87459
H17 -0.34296 1.89938 0.67623
H18 -1.19272 -1.15180 0.39246

Charges per atom according to Mulliken partitioning, unit e: 0.704 -1.137 -0.554 -1.161 -1.575 -1.629 -0.366 -0.372 0.978 0.286 0.386 0.226 0.283 -0.190 0.244 0.340 0.301 0.413 0.358 0.337 0.411 0.380 0.398 0.312 0.104 0.377 0.240 -0.093

=====

Repeat the fourth record exactly.
Computed, not measured: C9H18O2SSi as an isolated structure, with ωB97M-V with the def2-TZVPD basis set.

Results
E: -32429.260 eV
energy relative to the best compared isomer or geometry (same formula, charge and spin): 64.3 kcal per mole

Geometry (Å):
C1 1.69339 2.11521 -0.05225
C2 1.56287 -2.28177 -0.90440
C3 1.19782 -2.33471 0.59652
C4 2.98596 -1.64049 -0.98023
C5 0.90657 -0.95429 1.11548
C6 2.79253 2.81655 -0.89071
C7 -4.58337 0.85756 0.81107
C8 -3.14739 0.29602 1.13930
C9 -2.40608 -0.22503 -0.05846
O1 0.95910 2.70167 0.71124
O2 2.81596 -0.26350 -1.04114
Si1 1.75721 0.24443 0.11169
S1 -1.62242 1.11955 -1.14536
H1 1.58272 -3.35821 -1.26429
H2 0.89918 -1.72055 -1.41080
H3 0.40876 -2.90854 0.85998
H4 2.15543 -2.87824 1.12305
H5 3.54336 -2.03660 -0.09790
H6 3.72268 -1.81036 -1.83444
H7 -1.59682 -0.83867 0.26663
H8 0.35256 -0.72728 1.94233
H9 2.60435 2.63807 -1.90411
H10 3.71849 2.50451 -0.62934
H11 2.65304 3.94285 -0.91213
H12 -4.59378 1.89772 0.57644
H13 -5.18301 0.82869 1.66211
H14 -5.11020 0.54253 -0.08406
H15 -2.43759 0.94038 1.71532
H16 -3.14294 -0.64949 1.65478
H17 -2.72331 -0.91019 -0.83903
H18 -1.76506 2.09217 -0.23730

Charges per atom according to Mulliken partitioning, unit e: 0.662 -0.813 -0.759 -0.236 -0.866 -1.270 -1.233 -0.603 -0.106 -0.493 -0.334 0.219 -0.243 0.305 0.460 0.454 0.243 0.251 0.285 -0.119 0.841 0.363 0.348 0.327 0.361 0.386 0.344 0.369 0.324 0.404 0.127